64
Properties=species:S:1:pos:R:3:forces:R:3 method="wB97M-V/def2-TZVPD" multiplicity=6 s_squared=8.818 total_charge=+1 max_force_ev_per_a=4.990 lumo_ev="-1.8 / -5.1" e_homo_ev="-9.09 / -11.13"
Ru -0.5227 0.0833 1.0253 0.8 -0.6 1.4
P -2.0572 0.9942 -0.2684 -1.5 1.6 -1.0
P -0.3518 -1.9479 0.2196 0.4 -2.8 -1.6
O 1.9570 1.4359 -0.0043 -2.3 -1.4 0.8
N -0.4182 -0.4959 3.0630 -0.1 0.5 0.1
N 0.4742 0.3927 -2.7422 -0.1 -0.1 -2.7
C 0.7188 -0.7622 3.7796 -1.4 0.2 -0.5
C 3.9588 -1.7566 -2.0924 0.0 0.0 0.1
C -0.5485 3.8791 -2.1180 0.1 -0.1 -0.1
C 1.6835 2.4025 -3.0271 -1.2 0.8 0.6
C 4.0177 -0.5034 -2.6956 -0.1 0.2 -0.1
C 2.0902 -0.6266 3.2751 0.4 0.3 -0.1
C 0.8061 -3.0755 1.0669 0.0 -0.1 0.2
C 0.3397 -1.1956 5.0769 -1.6 -0.3 0.8
C 1.5393 -1.6170 -1.8661 -0.2 0.7 0.2
C 1.7402 3.8171 -2.9643 0.1 -0.4 -0.1
C -3.7536 0.3302 -0.2568 -0.3 0.0 -0.1
C -1.0600 -1.1776 5.1235 1.5 -0.3 0.7
C 0.5148 1.7865 -2.5314 -0.3 1.2 -0.1
C -1.9346 -2.8526 0.2969 0.1 -0.4 -0.1
C -1.5149 -0.7343 3.8551 1.5 0.1 -0.4
C 2.8279 0.2415 -2.8742 -0.1 -1.3 0.6
C -2.1156 2.4813 0.7905 -0.4 0.3 0.3
C -0.6435 2.4886 -2.1966 0.4 -0.6 0.2
C 2.7330 -2.3237 -1.6987 0.0 0.1 0.0
C 0.1507 -2.1501 -1.5602 0.1 0.0 0.3
C 0.6448 4.5264 -2.4807 0.0 0.0 0.1
C -1.9103 1.6796 -1.9774 0.3 0.0 0.1
C 0.9731 0.8956 0.3507 4.1 2.8 -0.9
C 2.6467 1.4886 -3.5240 2.3 1.2 0.4
C -2.8993 -0.5301 3.4063 -0.5 0.1 0.3
C 1.6357 -0.3169 -2.3666 0.7 -1.0 0.0
H 1.0580 -1.4724 5.8379 -0.3 0.0 0.1
H -1.8770 0.7827 -2.6159 -0.1 0.4 0.0
H 4.9633 -0.0626 -3.0214 -0.2 -0.3 0.1
H -2.6650 -2.3902 -0.3788 0.2 -0.1 0.2
H 3.5115 1.9099 -4.0319 -0.1 -0.1 -0.1
H -3.9733 -0.1425 -1.2237 0.0 0.1 0.2
H 2.6618 4.3125 -3.2767 -0.4 0.0 0.1
H -1.4707 2.2884 1.6689 -0.4 0.5 -0.3
H 0.6979 5.6130 -2.3930 0.0 -0.3 -0.1
H 4.8763 -2.3254 -1.9237 -0.3 0.2 -0.1
H -4.4606 1.1505 -0.0733 0.0 -0.3 -0.2
H -2.3142 -2.8050 1.3261 0.0 -0.1 -0.3
H -3.5543 -0.5166 4.2875 0.1 0.0 -0.3
H -3.1509 2.6497 1.1071 0.2 0.2 0.1
H -3.2405 -1.3461 2.7496 0.1 0.2 0.1
H 2.1541 0.0105 2.3853 -0.1 -0.2 0.2
H 2.5142 -1.6140 3.0386 -0.1 0.2 0.1
H -1.7260 -1.4363 5.9355 0.3 0.0 0.0
H -2.8056 2.2786 -2.1986 0.2 -0.2 0.1
H 0.7697 -4.0776 0.6173 0.0 0.2 0.1
H -1.7788 -3.9026 0.0143 -0.2 0.2 0.1
H -3.8481 -0.4196 0.5385 -0.1 0.2 -0.2
H -1.7321 3.3468 0.2400 0.0 -0.1 0.2
H -1.4143 4.4503 -1.7793 0.2 0.0 -0.2
H 0.8560 0.5314 -3.7606 -1.9 -1.1 1.0
H 1.8270 -2.6826 0.9916 -0.2 -0.1 0.0
H 2.7073 -0.1884 4.0711 0.0 -0.2 -0.2
H -3.0176 0.4248 2.8722 0.1 -0.3 0.1
H 0.5294 -3.1446 2.1263 0.1 0.0 -0.2
H 0.0602 -3.2100 -1.8364 0.0 0.2 0.1
H 2.6990 -3.3213 -1.2581 0.1 0.2 -0.2
H -0.5788 -1.5480 -2.1207 0.2 -0.3 0.0

=====

68
Properties=species:S:1:pos:R:3:forces:R:3 method="wB97M-V/def2-TZVPD" total_charge=+2 max_force_ev_per_a=0.940 lumo_ev="-8.7 / -8.7" e_homo_ev="-12.90 / -12.90"
V 0.4934 0.9569 0.5153 -0.3 -0.4 -0.6
S -2.6628 0.2864 -5.5512 0.1 -0.2 -0.1
S -1.7782 2.0035 -3.3137 0.3 0.0 0.0
S 0.4041 2.3760 -1.2003 -0.3 0.0 0.9
S 1.4898 -0.8027 -0.1930 -0.2 -0.1 -0.2
Si -0.9020 -0.9387 2.7207 0.0 -0.2 0.0
Si -2.7913 0.5349 0.3339 -0.2 0.0 -0.2
N -0.2371 0.2018 -4.2573 -0.2 0.0 -0.4
N 0.4328 0.6949 -3.2188 0.1 -0.1 -0.1
N 0.5187 2.1452 1.9856 -0.1 0.3 0.3
C 0.3949 -0.8168 -6.4023 0.1 0.0 -0.3
C -2.2562 -0.8222 4.0024 0.1 0.1 -0.2
C 4.5261 -1.9723 2.1299 0.0 0.0 0.0
C 1.8002 -2.7953 -5.0442 -0.1 0.1 0.4
C 5.3113 -0.8244 2.1981 0.0 0.0 0.0
C 3.7822 0.3465 0.7626 -0.1 0.0 0.0
C 0.7529 -0.6096 3.5540 -0.1 0.0 -0.2
C -1.1869 0.5636 1.4571 0.6 0.3 -0.5
C 1.7505 -2.8096 -6.4234 0.0 0.0 -0.3
C -4.2488 -0.1897 1.2508 0.3 0.1 0.0
C 1.1386 -1.8011 -4.3360 0.1 -0.2 0.1
C -2.3090 -0.5549 -1.1158 0.2 0.0 0.2
C -1.0304 3.8136 3.4717 0.1 0.0 0.0
C -0.8068 1.8290 2.1592 0.2 0.2 0.1
C 4.9447 0.3289 1.5141 0.1 -0.1 0.1
C -0.2280 1.6228 -2.6280 -0.1 0.1 0.2
C 1.0705 3.2620 2.4887 0.1 0.1 0.2
C 3.3572 -1.9748 1.3926 0.1 0.2 0.0
C 0.4406 -0.8261 -5.0273 -0.4 0.1 0.4
C 0.3158 4.1172 3.2537 0.1 -0.1 -0.1
C 2.9950 -0.8063 0.7215 -0.1 0.1 0.1
C -0.9638 -2.5608 1.7902 0.0 0.2 0.0
C 1.0529 -1.8208 -7.0992 0.0 0.1 0.0
C -1.5981 2.6804 2.9199 -0.2 -0.2 0.0
C -3.1814 2.2975 -0.1623 0.1 -0.1 0.3
C -1.5320 0.7178 -4.4836 0.5 -0.2 -0.1
H 3.5215 1.2213 0.1714 0.0 -0.1 0.0
H -2.3428 0.1708 4.4444 0.0 0.0 0.0
H -1.3502 -0.2832 -1.5744 -0.1 -0.1 0.1
H 2.7429 -2.8619 1.3320 0.0 0.0 0.0
H -2.0036 -1.5065 4.8137 0.0 -0.1 0.1
H 1.5873 -0.3827 2.8870 0.0 0.0 0.0
H 2.1188 3.4241 2.2699 -0.1 0.0 0.0
H 1.0230 -1.8204 -8.1788 0.0 0.0 0.0
H 0.7640 5.0061 3.6716 0.0 0.0 0.0
H 6.2264 -0.8364 2.7727 0.0 0.0 0.0
H -3.8851 2.2769 -0.9918 -0.1 0.0 -0.1
H -0.1163 -0.0304 -6.9303 -0.1 0.1 -0.1
H 4.8304 -2.8708 2.6482 0.0 0.0 0.0
H 2.2579 -3.5891 -6.9723 0.0 0.0 -0.1
H 1.1609 -1.7806 -3.2547 0.0 0.0 0.0
H -3.2303 -1.1164 3.6159 0.0 0.0 0.0
H -4.1456 -1.2567 1.4399 0.0 -0.1 0.0
H 5.5756 1.2052 1.5474 0.0 0.0 0.0
H 1.0435 -1.5066 4.1032 0.0 -0.1 0.1
H -3.6654 2.8483 0.6472 0.0 0.0 0.0
H -4.4609 0.3098 2.1963 0.0 0.0 0.0
H -1.6375 4.4769 4.0734 0.0 0.0 0.0
H -5.1234 -0.0554 0.6130 -0.1 0.0 -0.1
H -0.6808 -2.4827 0.7396 0.0 0.0 0.1
H -2.2399 -1.6007 -0.8151 0.0 0.0 0.0
H -1.9611 -2.9926 1.8353 -0.1 0.0 0.0
H -3.0608 -0.4897 -1.9010 -0.1 0.0 -0.1
H 0.6782 0.2031 4.2786 0.0 0.0 0.0
H 2.3481 -3.5624 -4.5152 0.0 0.0 0.0
H -2.3123 2.8734 -0.4779 0.0 0.0 0.0
H -0.2850 -3.2739 2.2577 0.0 0.0 0.1
H -2.6368 2.4301 3.0873 0.0 0.0 0.0

=====

68
Properties=species:S:1:pos:R:3:forces:R:3 method="wB97M-V/def2-TZVPD" de_lowest_kcal_mol=538.1 max_force_ev_per_a=16.278 lumo_ev=-0.1 e_homo_ev=-7.89
O 4.6174 2.6254 -1.9869 1.1 3.1 -5.2
O 2.8172 -1.7432 0.4418 -6.6 2.8 -2.9
O 0.9624 0.5903 -3.0431 -1.0 0.9 4.0
O -2.4928 -3.4180 1.9924 -6.1 13.4 0.7
O 1.1962 1.4756 1.8378 -8.3 0.8 3.9
O -0.0522 -2.4317 3.7531 0.0 -2.4 -2.2
N -1.9562 -1.3607 0.0499 -2.2 0.3 -1.8
N -0.4873 -0.3325 -1.4371 -3.8 0.7 -1.4
N 1.6915 -0.5005 -1.2271 5.7 6.4 -4.8
N 0.0391 -2.2586 1.4667 3.0 -5.3 -9.1
C 1.9431 2.0457 1.0293 9.1 -4.7 -2.2
C -2.0375 2.2319 -1.3573 -4.9 3.6 4.5
C -0.7259 -1.2462 -0.3574 -2.7 6.7 -5.0
C -0.1022 -0.3719 2.9078 -3.6 0.0 -3.6
C 0.3202 -1.4376 0.3359 1.7 -3.0 4.1
C -1.7798 0.1002 -2.2871 9.4 -2.1 -3.6
C -1.9879 -4.5034 2.0966 6.3 -9.4 0.6
C 1.0591 0.3529 2.5720 8.5 -0.2 4.5
C 1.5236 -1.1692 -0.2027 9.6 -6.4 8.4
C 0.3720 -3.6506 1.2639 2.2 -5.4 -0.2
C 1.6176 2.6199 -0.1172 1.8 1.3 -1.3
C -2.8108 3.2002 -0.5520 0.7 0.6 -2.3
C 3.2709 1.4727 0.9582 0.9 -0.9 0.8
C -4.7797 1.8735 -0.9018 1.7 -2.4 0.5
C -4.2638 3.0553 -0.4883 5.2 -0.8 -0.2
C -0.9439 -4.6417 0.9974 3.2 2.7 6.9
C -3.1190 -2.9266 3.2211 -3.2 -6.6 -2.2
C 3.9980 1.6799 -0.2434 5.5 -8.1 12.4
C -2.5196 0.9978 -1.6644 -5.0 4.4 3.2
C 4.1481 3.3688 -3.1868 4.5 5.6 1.4
C 3.4139 2.6017 -4.1149 -2.3 -2.9 2.4
C -3.8284 0.7691 -1.3598 -6.2 0.0 -2.0
C 0.7445 0.2071 -1.8367 -2.4 -3.3 -6.0
C 2.4779 3.0043 -1.1487 -6.6 2.4 0.7
C 3.6576 2.4926 -1.1138 1.4 2.8 -5.9
C -0.0089 -1.9124 2.6099 -0.8 7.5 14.4
H -3.9621 -3.8594 3.4287 1.5 2.3 -0.6
H -4.7422 3.7390 0.1062 -1.7 1.6 0.9
H -4.4207 -0.1736 -1.9731 1.9 2.4 2.3
H 2.6609 0.0061 -1.5250 -2.1 -2.4 1.4
H -3.7354 -2.1283 3.0536 -0.7 2.5 -0.3
H -2.2108 4.2226 -0.1833 -1.9 -3.0 -1.0
H -2.6116 -3.1378 4.0912 2.2 0.8 1.6
H -2.2687 -0.7378 -2.6409 -0.7 -1.9 -0.8
H -1.1081 2.5339 -1.2696 5.0 0.6 -0.7
H -1.1686 0.6908 -3.1054 -1.4 -1.7 0.8
H 2.4499 2.2507 -3.7227 0.3 -0.1 -0.2
H 1.9880 3.6872 -1.8343 0.8 -0.2 -0.3
H 3.9597 1.7981 -4.4908 1.0 -1.8 -0.2
H -1.9897 -1.8881 0.8785 -1.3 -1.0 1.2
H -0.7409 -0.0055 2.1101 -1.3 0.2 -0.4
H -1.1972 -4.1210 0.2610 -3.4 2.8 -7.1
H 1.8474 -0.3903 2.2075 -0.5 1.0 0.6
H 0.7738 3.0455 0.0993 -5.8 2.7 -0.6
H -0.6359 -5.5733 0.9146 1.5 -4.2 -1.1
H 3.2468 3.1330 -4.9219 -1.2 3.0 -4.1
H 1.4672 0.7301 4.0097 -0.3 -0.9 -3.8
H -2.6786 -5.2958 2.0194 -1.4 -1.7 -0.3
H -2.7588 -0.9065 -0.4577 1.2 -1.1 1.3
H -5.7985 1.7966 -0.5109 0.0 -1.1 -1.1
H 5.0900 3.8173 -3.7227 -1.0 -1.6 1.1
H 0.8198 -4.1217 2.1856 -0.4 1.2 -0.5
H 5.1409 1.2696 -0.1133 -3.0 1.0 -1.1
H -0.5705 -0.0382 3.8024 -0.3 -0.7 0.8
H -1.5569 -4.6259 3.0759 1.0 -0.6 0.7
H 3.6480 0.7601 1.8553 -0.8 1.9 -2.5
H 1.3347 -3.8930 0.4703 -3.1 1.4 1.8
H 3.7538 4.5551 -3.0048 0.1 -3.5 0.4

=====

64
Properties=species:S:1:pos:R:3:forces:R:3 method="wB97M-V/def2-TZVPD" smiles="CSc1ccc(CN2CCC(n3nccc3NC(=O)CCCc3ccccc3)CC2)cc1" de_lowest_kcal_mol=5.4 max_force_ev_per_a=0.786 lumo_ev=0.6 e_homo_ev=-7.83
S -9.0697 -0.7058 0.7213 -0.1 -0.1 0.1
O 2.6218 0.2609 -0.3360 -0.1 -0.1 -0.3
N -0.1723 3.4506 -0.7604 -0.6 0.1 -0.4
N -2.4752 -0.6056 -0.5466 -0.1 -0.1 -0.1
N 0.4372 2.4644 -0.1079 0.7 0.2 0.3
N 2.5258 2.0403 1.0651 -0.2 0.4 0.2
C -3.4517 -0.0104 -1.4457 0.1 -0.1 0.0
C -7.0154 0.6756 -0.3365 -0.1 -0.1 0.1
C -6.5235 -1.6430 0.0478 0.0 0.0 0.0
C 6.1919 -0.9976 -0.2162 0.0 0.1 -0.1
C -2.3712 0.0746 0.7278 0.0 0.2 0.2
C 5.4431 0.8797 1.2683 0.0 0.0 -0.1
C 5.9381 0.4815 -0.1287 0.0 0.1 0.2
C -9.2596 -2.4664 1.1221 0.3 0.5 -0.2
C -5.2515 -1.4420 -0.4548 0.1 0.1 -0.1
C -7.4160 -0.5817 0.1055 -0.3 -0.1 0.1
C 1.8253 4.1703 -0.0538 0.1 -0.3 0.1
C -4.8426 -0.1923 -0.9007 -0.1 0.1 0.0
C 6.6416 -3.7443 -0.3072 0.0 -0.1 0.0
C 3.0086 0.8273 0.6610 0.3 -0.2 0.4
C -0.2332 1.1938 0.0520 -0.5 -0.3 -0.2
C 0.6455 4.4837 -0.7338 0.1 -0.2 0.2
C 5.4560 -3.2170 -0.7894 0.0 -0.1 0.0
C -0.3612 0.4922 -1.3012 0.0 -0.3 0.2
C 7.6038 -2.8998 0.2204 0.1 0.0 0.1
C 5.2320 -1.8519 -0.7445 0.0 0.0 -0.1
C 4.0711 0.2737 1.5901 0.1 0.0 -0.1
C -5.7406 0.8653 -0.8303 0.1 -0.1 0.0
C 7.3785 -1.5358 0.2659 0.0 0.0 0.0
C 1.6559 2.8523 0.3285 0.1 0.4 -0.3
C -1.6197 1.4116 0.6595 0.0 -0.3 0.0
C -1.1648 -0.8015 -1.1307 0.2 0.1 -0.1
H 0.6333 0.2619 -1.6824 0.0 0.1 0.0
H 8.5324 -3.3051 0.5959 0.1 0.0 0.0
H 8.1343 -0.8795 0.6756 0.1 0.1 0.0
H 3.0149 2.5111 1.8129 -0.1 -0.2 0.0
H -7.7136 1.4973 -0.2845 -0.1 0.1 0.0
H -0.6114 -1.4761 -0.4687 0.0 -0.1 -0.1
H 4.3038 -1.4428 -1.1161 -0.1 0.1 0.0
H -4.5525 -2.2633 -0.4948 0.1 -0.1 0.0
H -1.5320 1.8355 1.6617 0.0 0.1 0.0
H -3.3792 0.2331 1.1174 0.1 0.0 0.1
H 0.3726 0.5789 0.7248 0.0 0.1 -0.1
H -1.2827 -1.2982 -2.0962 0.0 0.0 0.0
H -0.8601 1.1658 -1.9995 0.0 0.1 0.0
H -9.1072 -3.0680 0.2307 0.0 -0.1 0.0
H 5.3910 1.9702 1.3329 0.1 0.0 0.1
H 3.8050 0.4881 2.6272 0.0 -0.1 0.0
H -6.8042 -2.6271 0.3877 -0.1 -0.1 0.0
H 6.8620 1.0257 -0.3382 0.0 0.0 -0.1
H -3.2721 1.0577 -1.6424 0.0 0.0 -0.1
H -10.2814 -2.5772 1.4716 0.0 0.0 0.0
H -2.1625 2.1243 0.0383 0.0 0.0 0.0
H 6.1612 0.5328 2.0148 0.0 0.1 0.0
H 5.1930 0.7714 -0.8710 0.1 0.1 -0.1
H -3.3763 -0.5410 -2.4011 0.1 0.1 0.0
H 4.1175 -0.8071 1.4513 -0.1 0.1 0.1
H 4.7019 -3.8710 -1.2026 -0.1 -0.1 0.0
H 6.8172 -4.8096 -0.3435 0.0 -0.1 0.0
H -1.8426 -0.5980 1.4124 -0.1 0.0 0.1
H -8.5681 -2.7466 1.9116 0.0 -0.1 0.0
H 0.3673 5.4081 -1.1991 -0.1 0.2 -0.1
H -5.4425 1.8480 -1.1671 0.1 0.1 0.0
H 2.6730 4.7981 0.1295 0.2 0.1 0.0